Density functional theory data (ωB97M-V/def2-TZVPD) for a molecular structure, C8H21NOP2SV in a non-equilibrium geometry.

Calculated values
- HOMO level (alpha / beta) (eV) = -15.1791 / -15.1374
- frontier orbital gap (alpha / beta) (eV) = 5.4 / 5.6
- 2S+1 = 2
- net charge = +2
- ⟨S²⟩ = 1.128

Structure (XYZ):
```
35
C8H21NOP2SV, DFT ωB97M-V/def2-TZVPD
V -0.68 -1.08 0.41
H 0.00 3.24 -0.26
H 2.43 -4.17 2.89
P -0.93 2.21 0.27
P 1.24 -1.08 -0.83
C 1.51 -2.86 -1.09
H 2.30 -2.94 -1.84
H 1.83 -3.34 -0.16
H 0.61 -3.34 -1.46
C 1.41 -0.36 -2.50
H 1.83 0.66 -2.44
H 2.10 -0.98 -3.10
H 0.44 -0.34 -3.01
C 2.81 -0.59 -0.04
H 2.91 -1.01 0.97
H 3.65 -0.96 -0.65
H 2.88 0.50 0.02
C -2.08 2.82 -1.08
H -2.91 3.37 -0.61
H -1.53 3.48 -1.78
H -2.51 2.00 -1.69
C -2.42 1.03 1.07
H -2.24 0.81 2.14
H -3.31 1.66 0.99
H -2.67 0.10 0.51
C -1.22 3.47 1.60
H -0.51 4.30 1.49
H -2.26 3.84 1.54
H -1.07 3.02 2.59
C -1.78 -2.04 -0.77
O -2.39 -2.63 -1.59
H -0.83 -0.33 -0.86
S 0.08 -1.46 2.63
C 1.14 -2.65 2.45
N 1.95 -3.52 2.29
```

***

Density functional theory data (ωB97M-V/def2-TZVPD) for 2 unconnected molecules or ions with the total composition C8H22BN2 in a non-equilibrium geometry.

Calculated values
- HOMO level (eV) = -13.0978
- frontier orbital gap (eV) = 10.2
- 2S+1 = 1
- net charge = +1

Structure (XYZ):
```
33
C8H22BN2, DFT ωB97M-V/def2-TZVPD
B 1.66 1.09 1.84
C 2.10 -1.88 -0.18
C 3.83 0.01 -0.37
C -3.60 0.48 -0.52
C -2.87 -1.57 0.80
C 0.58 1.77 -0.31
C -0.59 0.96 -0.95
C 2.43 -0.43 -0.77
C -2.39 -0.47 -0.29
N 1.31 0.81 0.53
N -1.21 0.27 0.16
H 0.96 1.85 2.35
H 2.33 0.42 2.41
H 2.85 -2.11 0.58
H 1.12 -1.66 0.33
H 1.90 -2.59 -1.03
H 4.62 -0.42 -0.98
H 4.01 -0.43 0.64
H 4.21 1.04 -0.32
H -4.36 0.41 0.33
H -3.32 1.60 -0.69
H -4.22 0.32 -1.42
H -3.13 -1.12 1.84
H -2.13 -2.45 0.86
H -3.84 -2.01 0.38
H 1.27 2.32 -1.01
H 0.10 2.50 0.23
H -0.18 0.27 -1.70
H -1.39 1.63 -1.41
H 2.09 -0.26 -1.79
H -2.08 -1.21 -1.10
H -0.48 -0.20 0.76
H -1.58 1.04 0.78
```

***

Density functional theory data (ωB97M-V/def2-TZVPD) for 2 unconnected molecules or ions with the total composition C8H22BNO2 in a non-equilibrium geometry.

Calculated values
- HOMO level (eV) = -7.0937
- frontier orbital gap (eV) = 6.6
- 2S+1 = 1

Structure (XYZ):
```
34
C8H22BNO2, DFT ωB97M-V/def2-TZVPD
B 1.28 -2.83 -0.79
C 0.14 -3.94 -0.34
C -1.06 -3.71 -1.19
C -1.89 -2.57 -0.86
O -2.34 -3.90 -0.61
H 1.45 -2.91 -2.00
H 0.79 -1.71 -0.57
H 2.32 -2.91 -0.15
H -0.23 -3.82 0.68
H 0.47 -4.96 -0.55
H -0.95 -3.96 -2.24
H -1.64 -2.09 0.07
H -2.45 -2.09 -1.66
C -0.22 0.65 1.21
N 0.14 2.11 1.03
C 0.79 2.58 2.29
C -1.10 2.90 0.80
C 1.14 2.33 -0.09
C 0.69 1.93 -1.47
O 0.38 0.56 -1.40
H -0.71 0.56 2.18
H -0.90 0.34 0.43
H 0.69 0.05 1.19
H 0.09 2.45 3.11
H 1.06 3.63 2.18
H 1.68 1.98 2.46
H -1.60 2.53 -0.08
H -0.83 3.95 0.68
H -1.75 2.78 1.67
H 2.01 1.73 0.20
H 1.41 3.38 -0.07
H 1.52 2.12 -2.16
H -0.17 2.52 -1.82
H -0.20 0.31 -2.12
```

***

Density functional theory data (ωB97M-V/def2-TZVPD) for a molecular structure, C8H22BrLiO4 in a non-equilibrium geometry.

Calculated values
- HOMO level (eV) = -9.4121
- frontier orbital gap (eV) = 8.0
- 2S+1 = 1

Structure (XYZ):
```
36
C8H22BrLiO4, DFT ωB97M-V/def2-TZVPD
Li 3.00 -2.69 2.59
Br 1.92 -0.82 1.51
C 2.13 2.56 -3.07
C 1.73 1.40 -2.11
C 1.97 0.01 -2.71
O 2.43 1.60 -0.94
H 1.96 3.50 -2.55
H 1.68 2.47 -4.06
H 3.22 2.56 -3.19
H 0.67 1.57 -1.91
H 3.01 0.01 -3.06
H 1.32 -0.31 -3.52
H 1.92 -0.82 -1.99
H 2.23 0.88 -0.34
C -2.56 2.03 1.11
C -1.10 1.60 0.99
C -0.06 2.73 0.85
O -0.84 0.85 2.21
H -3.20 1.28 1.56
H -2.96 2.37 0.15
H -2.71 2.89 1.77
H -0.88 0.94 0.15
H -0.08 3.35 -0.05
H 0.93 2.32 1.01
H -0.13 3.43 1.69
H -0.01 0.39 2.07
C -1.49 -2.75 1.34
C -2.14 -4.16 1.23
O -1.21 -5.11 1.65
O -0.68 -2.55 0.16
H -0.87 -2.78 2.24
H -2.24 -1.98 1.49
H -2.44 -4.35 0.20
H -3.08 -4.39 1.74
H -1.52 -5.97 1.35
H 0.09 -2.03 0.40
```

***

Density functional theory data (ωB97M-V/def2-TZVPD) for a molecular structure, C8H22Cl2FeN2O2 in a non-equilibrium geometry.

Calculated values
- HOMO level (alpha / beta) (eV) = -2.7570 / -10.8146
- frontier orbital gap (alpha / beta) (eV) = 3.1 / 5.5
- 2S+1 = 9
- ⟨S²⟩ = 20.013

Structure (XYZ):
```
37
C8H22Cl2FeN2O2, DFT ωB97M-V/def2-TZVPD
Fe 13.94 -12.23 -10.46
Cl 15.97 -12.95 -11.86
Cl 14.53 -9.86 -10.12
C 11.90 -12.44 -6.65
C 13.03 -12.30 -7.74
C 14.08 -13.36 -7.68
O 15.00 -12.84 -8.70
C 16.25 -12.36 -8.22
N 12.42 -12.23 -9.02
H 11.56 -13.48 -6.69
H 11.02 -11.84 -6.85
H 12.34 -12.17 -5.69
H 13.40 -11.29 -7.58
H 13.61 -14.29 -8.00
H 14.52 -13.56 -6.70
H 17.02 -13.13 -8.13
H 16.15 -11.87 -7.25
H 16.79 -11.62 -8.81
H 11.79 -13.01 -9.14
H 11.76 -11.47 -8.98
C 10.81 -12.96 -13.38
C 11.66 -13.08 -12.11
C 12.45 -14.35 -12.04
O 13.18 -14.25 -10.71
C 13.70 -15.48 -10.47
N 12.54 -11.93 -12.11
H 10.27 -12.02 -13.39
H 10.07 -13.76 -13.41
H 11.44 -13.08 -14.26
H 10.94 -12.95 -11.31
H 13.15 -14.21 -12.87
H 11.81 -15.22 -12.17
H 14.23 -15.84 -11.36
H 13.09 -16.22 -9.94
H 14.49 -15.44 -9.73
H 12.88 -11.93 -13.06
H 11.84 -11.19 -12.18
```

***

Density functional theory data (ωB97M-V/def2-TZVPD) for a molecular structure, C8H22Cl2N2O2Pd in a non-equilibrium geometry.

Calculated values
- HOMO level (alpha / beta) (eV) = -7.4449 / -8.1756
- frontier orbital gap (alpha / beta) (eV) = 7.7 / 8.2
- 2S+1 = 3
- ⟨S²⟩ = 2.005

Structure (XYZ):
```
37
C8H22Cl2N2O2Pd, DFT ωB97M-V/def2-TZVPD
Pd 1.36 0.13 -0.16
Cl 3.20 -1.26 -1.54
Cl 2.88 1.88 0.76
C -0.02 -1.51 3.70
C 0.11 -0.89 2.34
C -0.57 0.44 2.29
O -0.42 0.98 1.03
C -1.08 2.31 1.02
N 1.48 -0.84 1.80
H 0.46 -0.76 4.34
H 0.48 -2.48 3.77
H -0.99 -1.50 4.20
H -0.46 -1.55 1.69
H -0.17 1.16 3.00
H -1.65 0.40 2.47
H -1.97 2.41 1.64
H -1.20 2.79 0.05
H -0.47 3.06 1.53
H 1.96 -0.25 2.47
H 1.84 -1.78 1.89
C -0.88 1.45 -3.67
C -0.57 0.82 -2.22
C -0.62 -0.74 -2.23
O -0.03 -1.19 -0.99
C 0.02 -2.61 -0.92
N 0.79 1.32 -1.89
H -0.77 2.54 -3.71
H -1.84 1.10 -4.04
H -0.15 0.99 -4.34
H -1.22 1.10 -1.40
H 0.00 -1.17 -3.01
H -1.67 -1.03 -2.33
H 0.83 -3.02 -1.52
H -0.87 -3.01 -1.40
H 0.17 -3.01 0.09
H 0.68 2.31 -2.01
H 1.36 1.42 -2.72
```

***

Density functional theory data (ωB97M-V/def2-TZVPD) for a molecular structure, C8H22Cl2N3OP in a non-equilibrium geometry.

Calculated values
- HOMO level (eV) = -7.4935
- frontier orbital gap (eV) = 8.1
- 2S+1 = 1

Structure (XYZ):
```
37
C8H22Cl2N3OP, DFT ωB97M-V/def2-TZVPD
O -0.52 -0.85 1.21
P 0.29 -0.04 0.23
N 1.66 -0.82 -0.34
C 2.45 -0.28 -1.43
C 2.31 -1.88 0.45
N 0.97 1.37 1.03
C -0.03 2.34 1.52
C 2.27 1.42 1.75
N -0.57 0.50 -1.15
C -0.14 1.68 -1.88
C -1.91 0.05 -1.31
H 3.29 -0.93 -1.68
H 2.88 0.65 -1.08
H 1.80 -0.08 -2.29
H 3.33 -2.07 0.13
H 1.75 -2.81 0.52
H 2.35 -1.68 1.52
H -0.97 2.26 0.97
H -0.23 2.04 2.54
H 0.44 3.32 1.42
H 2.25 0.57 2.44
H 3.06 1.23 1.02
H 2.41 2.37 2.26
H -0.16 2.60 -1.30
H 0.82 1.64 -2.41
H -0.88 2.04 -2.60
H -1.95 -1.03 -1.20
H -2.29 0.38 -2.28
H -2.57 0.58 -0.62
Cl -3.01 -1.10 2.32
C -2.29 -1.80 0.88
C -3.32 -1.86 -0.26
Cl -2.46 -2.57 -1.65
H -1.83 -2.77 1.10
H -1.40 -1.23 0.61
H -3.58 -0.81 -0.38
H -4.23 -2.42 -0.04
```

***

Density functional theory data (ωB97M-V/def2-TZVPD) for a molecular structure, C8H22ClFN2O2Pd in a non-equilibrium geometry.

Calculated values
- HOMO level (alpha / beta) (eV) = -8.0425 / -8.4497
- frontier orbital gap (alpha / beta) (eV) = 8.6 / 8.4
- 2S+1 = 3
- ⟨S²⟩ = 2.005

Structure (XYZ):
```
37
C8H22ClFN2O2Pd, DFT ωB97M-V/def2-TZVPD
Pd -11.99 -23.07 9.19
Cl -11.15 -25.26 10.28
F -11.89 -20.92 8.68
C -10.31 -23.86 5.03
C -10.37 -23.93 6.53
C -9.39 -22.99 7.17
O -9.73 -23.07 8.66
C -9.20 -22.27 9.60
N -11.68 -23.41 6.95
H -10.62 -22.91 4.60
H -10.82 -24.65 4.48
H -9.27 -23.94 4.69
H -10.24 -24.96 6.87
H -9.46 -22.01 6.71
H -8.44 -23.46 6.92
H -8.22 -22.64 9.91
H -9.88 -22.25 10.45
H -9.05 -21.26 9.23
H -11.66 -22.47 6.59
H -12.27 -23.92 6.31
C -16.37 -23.70 10.01
C -14.95 -23.10 9.90
C -14.24 -22.95 11.34
O -12.82 -22.68 11.16
C -12.21 -22.89 12.44
N -14.10 -24.05 9.24
H -16.82 -23.89 9.04
H -16.86 -22.91 10.58
H -16.37 -24.63 10.58
H -15.06 -22.17 9.34
H -14.29 -23.97 11.74
H -14.77 -22.32 12.05
H -12.29 -22.08 13.17
H -11.14 -22.95 12.24
H -12.50 -23.79 12.98
H -14.12 -24.91 9.77
H -14.63 -24.50 8.51
```

***

Q: What is the 2S+1 in the sixth record?
A: 3

***

Q: Number 4 is which compound?
A: C8H22BrLiO4

***

Q: Which formula does entry 3 have?
A: C8H22BNO2